Entry from the Open Molecules 2025 dataset: a molecular structure, C5H6O (ωB97M-V with the def2-TZVPD basis set).

XYZ file:
```
12
Properties=species:S:1:pos:R:3:nbo_charge:R:1
O -0.09835 -0.60225 -1.88607 -0.69
C 0.70064 -0.24664 -0.80772 0.05
C 0.28366 0.96574 -0.02686 -0.41
C 0.32080 -0.73082 0.54137 -0.12
C -1.03683 -1.23267 0.96181 -0.18
C -1.05923 0.08146 1.03131 -0.29
H -0.87796 -1.05787 -1.53216 0.49
H 1.75883 -0.33282 -1.04476 0.20
H -0.48396 1.57204 -0.49678 0.26
H 1.05637 1.52696 0.49363 0.23
H 1.14605 -0.84917 1.24787 0.22
H -1.48871 0.90568 1.58237 0.24
```

As for the molar mass: 82.10 g mol⁻¹. As for the maximum force: 0.6 eV/A. The HOMO energy comes out at -8.82 eV. The calculation puts the lowest unoccupied orbital energy at 0.72 eV. The calculation puts the total energy at -7323.501 eV. As for the energy above the lowest of the compared OMol25 structures with the same formula, charge and spin: 133.36 kcal/mol.

=====

Entry from the Open Molecules 2025 dataset: a molecular structure, C4H16AgClN8O4 (ωB97M-V with the def2-TZVPD basis set).

XYZ file:
```
34
Properties=species:S:1:pos:R:3:lowdin_spin:R:1
Ag 3.27158 0.38740 2.33298 0.01
Cl 0.64619 -0.33601 1.13195 0.43
C -3.61786 0.92742 0.98033 0.04
O -4.41105 1.50024 1.58397 0.14
N -3.52832 0.96084 -0.27107 0.01
N -2.69054 0.15108 1.48902 0.36
H -4.18987 1.61439 -0.66517 0.00
H -2.61540 0.74451 -0.64505 0.00
H -2.17363 -0.48239 0.89602 0.00
H -2.68896 0.04784 2.49372 0.00
C 0.83065 -1.00994 -3.28851 0.00
O 1.82384 -1.66359 -3.11396 0.00
N 0.41373 -0.77075 -4.54462 0.00
N 0.05005 -0.61039 -2.36086 0.00
H -0.46258 -0.31129 -4.74727 0.00
H 0.88194 -1.10229 -5.37587 0.00
H 0.22949 -0.66566 -1.36847 0.00
H -0.76496 -0.07247 -2.61872 0.00
C 2.92728 -2.80190 3.22909 0.00
O 3.55133 -1.78064 2.91582 0.01
N 1.64402 -2.81446 3.46840 0.00
N 3.52916 -3.93782 3.45191 0.00
H 1.20226 -3.72140 3.41933 0.00
H 1.11993 -2.00594 3.16555 0.00
H 3.06606 -4.83423 3.40635 0.00
H 4.51003 -4.01862 3.22508 0.00
C -0.29199 3.49452 -0.49840 0.00
O -0.06390 3.99652 0.62092 0.00
N -0.38778 4.20124 -1.61064 0.00
N -0.56329 2.26730 -0.79705 0.00
H -0.31645 5.20696 -1.55104 0.00
H -0.15264 3.64672 -2.42140 0.00
H -0.10490 1.65288 -0.13943 0.00
H -0.67343 2.13996 -1.79291 0.00
```

As for the molar mass: 383.54 g mol⁻¹. As for the expectation value of S²: 0.760. As for the net charge: +1. As for the maximum force: 7.5 eV/A. The HOMO energy (alpha / beta) comes out at -12.12 / -12.11 eV. As for the spin multiplicity: 2. The calculation puts the lowest unoccupied orbital energy (alpha / beta) at -4.35 / -8.72 eV. The calculation puts the total energy at -41032.910 eV. As for the energy above the lowest of the compared OMol25 structures with the same formula, charge and spin: 80.27 kcal/mol.